# 1
# C3H14O4

A 4-piece molecular cluster, C3H14O4 overall (ωB97M-V/def2-TZVPD, the OMol25 dataset).

SMILES: CC(C)O.O.O.O
DFT total energy: -11528.030 eV
Kohn-Sham gap: 9.87 eV
HOMO level: -9.67 eV

Last column: Mulliken charge in e.
Cartesian coordinates (Å):
C -3.5150 -0.8150 -0.3938  -1.32
C -2.0285 -1.0200 -0.1673  0.65
C -1.2630 0.2818 0.0002  -1.19
O -1.9050 -1.8327 1.0134  -0.58
H -3.7102 -0.5133 -1.4252  0.35
H -3.9178 -0.0515 0.2728  0.31
H -4.0637 -1.7458 -0.2336  0.36
H -1.5986 -1.5709 -1.0139  0.16
H -0.1955 0.1421 -0.1739  0.28
H -1.4121 0.6502 1.0171  0.35
H -1.5870 1.0584 -0.6958  0.31
H -0.9739 -1.8552 1.2584  0.31
O 4.2385 0.6363 -0.1794  -0.66
H 4.8617 1.3569 -0.0457  0.32
H 4.6074 0.1143 -0.8988  0.32
O 1.7401 1.3622 -1.4927  -0.62
H 1.6894 2.2887 -1.7399  0.30
H 2.5131 1.2801 -0.9215  0.37
O 1.8944 -0.1934 1.8979  -0.60
H 2.2751 0.3692 1.2159  0.29
H 2.3503 0.0575 2.7056  0.29



# 2
# C12H19FeNSi

C12H19FeNSi as an isolated structure (ωB97M-V/def2-TZVPD, the OMol25 dataset).

DFT total energy: -56498.246 eV
Kohn-Sham gap (alpha / beta): 5.00 / 6.52 eV
2S+1: 6
Charge: -1
HOMO level (alpha / beta): -1.71 / -3.24 eV

Last column: Löwdin spin population.
Cartesian coordinates (Å):
C -2.7349 -0.7095 -2.6931  0.01
C -3.2039 -0.5751 -1.3860  0.08
C -2.2929 -1.2405 -0.4857  0.04
C -1.2742 -1.8344 -1.2815  0.07
C -1.4089 -1.3936 -2.6994  0.07
Fe -1.4162 0.1745 -1.4242  2.53
N 0.5604 -0.7616 -2.9831  1.43
C -2.2855 1.8936 -1.1052  0.05
C -2.6490 1.4812 0.1961  0.42
H -2.4710 -1.3278 0.5841  0.01
H -4.1524 -0.1484 -1.0622  0.01
H -0.4119 -2.3454 -0.8750  0.00
H -1.2121 -2.0147 -3.5744  0.02
H -3.2767 -0.3775 -3.5765  0.01
H -3.6792 1.5343 0.5162  0.04
H -1.3052 2.4242 -1.1010  0.02
H 0.5068 0.2578 -3.2863  0.04
H -2.0292 1.7019 1.0385  0.03
H -3.0714 2.2846 -1.8417  0.01
C 2.0512 0.9700 3.3296  0.00
Si 2.3367 0.0777 1.7274  0.01
C 3.6818 0.8324 0.6869  0.00
C 2.7063 -1.7296 2.0468  0.00
C 0.8529 0.3594 0.6728  0.06
C -0.0564 0.3422 -0.1693  0.03
H 2.9812 0.9284 3.9062  0.00
H 1.2399 0.5122 3.9064  0.00
H 1.7809 2.0138 3.1364  0.00
H 4.6092 0.8519 1.2675  0.00
H 3.8273 0.2598 -0.2368  0.00
H 3.3975 1.8512 0.3996  0.00
H 1.8935 -2.2391 2.5781  0.00
H 2.8956 -2.2836 1.1193  0.00
H 3.6098 -1.7703 2.6694  0.00



# 3
# Cl2H3PSi

A single Cl2H3PSi molecule (ωB97M-V/def2-TZVPD, the OMol25 dataset).

SMILES: P[SiH](Cl)Cl
DFT total energy: -42261.588 eV
Kohn-Sham gap: 10.17 eV
HOMO level: -10.22 eV

Last column: Mulliken charge in e.
Cartesian coordinates (Å):
Si -1.4732 0.0160 0.2618  0.61
P 0.1508 -0.1316 -1.4134  -0.19
Cl -3.1423 -1.5888 0.2624  -0.32
Cl -2.7155 1.6188 -0.1642  -0.22
H -1.1519 0.1098 1.6614  -0.09
H 0.1730 -1.5904 -1.7482  0.12
H 1.3312 -0.1099 -0.5908  0.09



# 4
# C22H33N3O3

A single C22H33N3O3 molecule (ωB97M-V/def2-TZVPD, the OMol25 dataset).

SMILES: COC(=O)[C@@H]1C[C@@H]2CC[C@@H](O)C[C@@H]2N1Cc1ccc(N2CCN(C)CC2)cc1
DFT total energy: -33962.662 eV
Kohn-Sham gap: 8.45 eV
HOMO level: -7.61 eV

Last column: Mulliken charge in e.
Cartesian coordinates (Å):
C -4.6841 -3.3735 -0.7965  -0.81
H -5.7461 -3.1562 -0.7150  0.23
H -4.4415 -4.3110 -0.2918  0.33
H -4.3909 -3.4544 -1.8452  0.33
O -4.0052 -2.2898 -0.1779  -0.20
C -2.6886 -2.4317 -0.0176  -0.69
O -2.0834 -3.4193 -0.3474  -0.63
C -2.0493 -1.2074 0.6158  1.03
N -2.2538 -0.0496 -0.2482  0.24
C -1.3815 -0.0159 -1.4145  -1.81
C 0.0926 0.0336 -1.1027  0.77
C 0.8344 -1.1362 -0.9939  -0.74
C 2.1734 -1.1094 -0.6541  -0.47
C 2.8276 0.0990 -0.4003  0.53
C 2.0763 1.2743 -0.5119  -0.45
C 0.7424 1.2385 -0.8590  -0.74
H 0.1976 2.1682 -0.9433  0.29
H 2.5370 2.2289 -0.3068  0.43
N 4.1537 0.1625 0.0103  0.22
C 5.0505 1.1063 -0.6288  -0.39
C 6.1996 1.4518 0.3265  -1.09
N 6.9351 0.2866 0.7783  0.08
C 7.8445 -0.2616 -0.2049  -0.90
H 7.3606 -0.6506 -1.1115  0.33
H 8.5469 0.5177 -0.4993  0.31
H 8.4057 -1.0727 0.2581  0.31
C 6.0082 -0.6775 1.3352  -1.32
C 4.8469 -1.0474 0.3973  -0.65
H 4.1603 -1.6959 0.9428  0.59
H 5.2308 -1.5971 -0.4785  0.34
H 6.5580 -1.5789 1.6130  0.43
H 5.5883 -0.2326 2.2428  0.36
H 6.8916 2.1439 -0.1573  0.43
H 5.7839 1.9370 1.2151  0.33
H 4.5122 2.0133 -0.8970  0.45
H 5.4610 0.6721 -1.5568  0.18
H 2.7107 -2.0437 -0.6062  0.44
H 0.3622 -2.0879 -1.1959  0.43
H -1.6008 -0.9180 -1.9950  0.48
H -1.6727 0.8507 -2.0120  0.63
C -2.2637 1.1103 0.6326  0.08
C -2.7679 2.3924 -0.0178  -1.52
C -4.2296 2.2928 -0.4384  0.25
C -5.0809 1.9468 0.7827  -1.07
C -4.6364 0.6018 1.3419  -0.66
H -4.7600 -0.1589 0.5710  0.10
C -3.1677 0.6136 1.7684  0.09
C -2.6629 -0.8198 1.9769  -1.08
H -3.4728 -1.4895 2.2613  0.40
H -1.8973 -0.8585 2.7512  0.33
H -3.0447 1.2242 2.6657  0.55
H -5.2572 0.3301 2.1986  0.43
H -4.9635 2.7332 1.5323  0.28
H -6.1371 1.9013 0.5020  0.56
O -4.5902 3.5360 -1.0112  -0.56
H -5.5319 3.5204 -1.2129  0.37
H -4.3339 1.4910 -1.1865  0.11
H -2.1656 2.6536 -0.8873  0.28
H -2.6748 3.2089 0.7011  0.51
H -1.2520 1.3052 1.0383  0.49
H -0.9794 -1.4431 0.7391  0.41



# 5
# C29H75F6O32P7

A 9-piece molecular cluster, C29H75F6O32P7 overall (ωB97M-V/def2-TZVPD, the OMol25 dataset).

DFT total energy: -178150.081 eV
Kohn-Sham gap: 4.53 eV
Charge: -2
HOMO level: -1.59 eV

Last column: Mulliken charge in e.
Cartesian coordinates (Å):
C 22.4188 2.4929 -19.8125  0.71
O 22.5010 2.2182 -18.3578  0.11
O 21.3347 3.0361 -20.1404  -0.78
C 23.6858 3.3456 -19.9999  0.38
F 23.6405 4.5672 -19.4518  -0.17
F 24.7835 2.7749 -19.4124  0.03
F 24.0579 3.5361 -21.2848  -0.38
C 21.7653 1.1440 -17.8506  -0.16
C 20.9737 1.3532 -16.5852  -1.12
H 20.3912 0.4645 -16.3332  0.35
H 21.6236 1.6439 -15.7452  0.23
H 20.2109 2.1414 -16.6063  0.18
H 22.4294 0.2511 -17.7390  -0.19
H 21.1188 0.6518 -18.5976  0.27
H 22.5563 1.5483 -20.4105  -0.53
C 17.8421 -0.5689 -17.3017  0.15
O 17.6035 -1.7166 -18.2352  -0.45
O 18.0838 0.5352 -17.8562  -0.65
C 16.8163 -0.6566 -16.1342  0.83
F 15.8462 -1.5908 -16.3084  -0.33
F 17.4300 -1.0354 -14.9828  -0.33
F 16.1866 0.4902 -15.8679  -0.27
C 18.7552 -2.0937 -18.9053  0.78
C 18.4264 -3.2696 -19.8280  -1.33
H 18.7895 -4.2341 -19.4645  0.31
H 17.3876 -3.2485 -20.1492  0.36
H 18.9490 -3.1257 -20.7874  0.23
H 19.6441 -2.2773 -18.2837  -0.16
H 19.0244 -1.2535 -19.5659  0.12
H 18.7713 -1.0131 -16.8022  -0.27
C 22.3085 -3.2176 -17.7182  -0.61
O 23.6918 -3.5974 -17.7916  -0.42
P 24.7236 -2.7754 -18.6440  1.24
O 24.4090 -2.6125 -20.0602  -0.72
O 24.9705 -1.4775 -17.7971  -0.30
C 25.6571 -0.3930 -18.4689  -0.46
O 26.0645 -3.6058 -18.3858  -0.37
C 26.0843 -5.0304 -18.4330  -0.68
H 21.9436 -2.7123 -18.6088  0.17
H 22.1338 -2.6151 -16.8289  0.31
H 21.7576 -4.1502 -17.5981  0.34
H 24.9288 0.4081 -18.5703  -0.09
H 26.1752 -0.7726 -19.3461  0.37
H 26.4652 0.0302 -17.8644  0.29
H 26.4643 -5.3359 -19.4122  0.26
H 25.1024 -5.5033 -18.3853  0.30
H 26.7107 -5.3351 -17.6004  0.22
C 26.4293 9.4208 -19.4751  -0.47
O 25.6084 9.0390 -20.5621  -0.20
P 26.1453 8.3361 -21.8496  0.41
O 25.3317 8.5296 -23.0379  -0.79
O 27.6403 8.8789 -22.0082  -0.34
C 27.8699 10.1214 -22.6471  -0.84
O 26.4177 6.8835 -21.3537  0.63
C 26.5182 5.8187 -22.2922  -0.22
H 27.3815 9.8632 -19.7702  0.29
H 26.5692 8.5714 -18.8056  0.06
H 25.9239 10.2037 -18.9082  0.27
H 27.1284 10.2895 -23.4276  0.36
H 28.8900 10.1397 -23.0288  0.24
H 27.8331 10.9740 -21.9571  0.29
H 27.4489 5.3037 -22.0258  -0.02
H 26.6790 6.1861 -23.3059  0.37
H 25.7888 5.0122 -22.2867  0.06
C 30.1303 0.7860 -21.3378  -0.65
O 30.1403 2.1210 -20.8227  -0.35
P 29.0749 2.5196 -19.6990  0.45
O 29.3990 2.0221 -18.3682  -0.77
O 28.8516 4.0644 -19.8737  0.44
C 29.8926 5.0425 -19.8227  -0.91
O 27.7206 1.9015 -20.2496  0.06
C 27.1258 2.5127 -21.3902  -0.40
H 31.1467 0.4109 -21.2351  0.30
H 29.9439 0.8818 -22.4121  0.24
H 29.3909 0.0861 -20.9599  0.28
H 30.1501 5.4020 -20.8174  0.27
H 30.7908 4.5734 -19.4127  0.35
H 29.5583 5.8354 -19.1615  0.27
H 27.8541 3.0240 -22.0281  0.44
H 26.3270 3.1946 -21.1246  -0.30
H 26.7163 1.7453 -22.0499  0.40
C 20.9662 -0.7738 -22.4831  -0.17
O 19.6487 -0.3081 -22.6163  -0.10
P 19.1999 1.1335 -23.1543  0.97
O 18.9582 2.0719 -22.1045  -0.48
O 17.8867 0.7069 -23.9509  -0.44
C 17.9757 -0.3746 -24.8679  -0.68
O 20.2739 1.4787 -24.2831  -0.39
C 21.4726 2.1351 -23.8529  -0.77
H 21.2464 -1.3772 -23.3614  0.25
H 20.9816 -1.5654 -21.7274  0.11
H 21.6874 -0.0040 -22.2315  -0.09
H 18.9574 -0.8358 -24.9479  0.27
H 17.8275 0.0814 -25.8586  0.27
H 17.1646 -1.0824 -24.7274  0.25
H 22.3133 1.4491 -23.7358  0.29
H 21.3341 2.7409 -22.9534  0.36
H 21.7689 2.7808 -24.6854  0.33
C 21.9019 4.4387 -15.1457  -0.59
O 20.7266 4.2187 -14.3635  -0.23
P 19.3276 4.6636 -14.9709  0.73
O 19.1765 4.5381 -16.4073  -0.47
O 19.0898 6.1094 -14.3603  -0.33
C 19.4566 6.4102 -13.0210  -0.66
O 18.2751 3.7707 -14.1798  -0.36
C 18.5038 2.3644 -14.0883  0.04
H 22.2373 5.4740 -15.0684  0.46
H 21.8299 4.1930 -16.2085  0.26
H 22.6594 3.7710 -14.7386  0.22
H 18.6761 6.9312 -12.4651  0.27
H 20.3280 7.0651 -13.0652  0.26
H 19.6932 5.4976 -12.4743  0.28
H 17.5346 1.8871 -14.2231  0.17
H 18.8819 2.1146 -13.0952  0.24
H 19.1496 1.9385 -14.8501  -0.12
C 17.8421 8.9049 -18.4611  -0.63
O 19.2539 8.7784 -18.6873  -0.37
P 19.7339 8.0363 -20.0113  0.90
O 19.3295 6.6504 -20.0597  -0.42
O 19.1654 9.0078 -21.1523  -0.39
C 19.7706 8.9689 -22.4257  -0.64
O 21.2764 8.3796 -20.0261  -0.28
C 22.2697 7.3477 -19.9203  -0.55
H 17.6732 9.8845 -18.0042  0.23
H 17.6048 8.1867 -17.6772  0.20
H 17.2669 8.8348 -19.3787  0.31
H 19.0031 8.9046 -23.1956  0.28
H 20.5285 8.1922 -22.5455  0.26
H 20.3440 9.8747 -22.6698  0.23
H 22.0109 6.4394 -19.3812  0.42
H 23.1752 7.7818 -19.4954  0.19
H 22.5518 7.0633 -20.9382  0.23
C 26.9084 5.2849 -17.6113  -0.20
O 27.2783 5.6619 -16.2866  -0.36
P 26.0976 5.4771 -15.2237  1.05
O 24.8767 6.2082 -15.5129  -0.67
O 25.8758 3.9166 -15.1095  -0.36
C 25.0940 3.1889 -16.0653  -0.34
O 26.8269 5.7916 -13.8687  -0.38
C 28.2373 5.6545 -13.7099  -0.62
H 27.3687 4.3354 -17.8658  0.07
H 27.3953 5.9830 -18.3045  0.05
H 25.8770 5.3232 -17.9646  0.27
H 24.6662 2.3191 -15.5709  0.42
H 25.5954 2.8532 -16.9719  0.12
H 24.2457 3.7972 -16.3843  0.08
H 28.7895 6.4296 -14.2410  0.23
H 28.6109 4.6949 -14.0685  0.28
H 28.3809 5.7423 -12.6358  0.24



# 6
# C9H7AuNO4S

C9H7AuNO4S as an isolated structure (ωB97M-V/def2-TZVPD, the OMol25 dataset).

DFT total energy: -33616.752 eV
Kohn-Sham gap (alpha / beta): 10.01 / 7.14 eV
2S+1: 3
Charge: +3
HOMO level (alpha / beta): -21.53 / -21.87 eV

Last column: Löwdin spin population.
Cartesian coordinates (Å):
Au -0.8416 -0.6432 -1.2825  0.53
O -0.7806 -2.4920 1.5085  0.00
C -0.8304 -1.8830 0.5380  0.09
C 0.0585 1.3407 -1.5754  0.11
O 0.5908 2.3531 -1.4436  0.01
C -2.2045 0.6477 -0.1546  0.11
O -2.8561 1.2410 0.5665  0.01
C 1.0980 -1.2543 -1.3838  0.11
O 2.1778 -1.5748 -1.2444  0.01
C -2.4029 -1.9012 -2.4913  0.01
H -1.9042 -2.8584 -2.6520  0.00
H -3.3233 -1.9549 -1.9069  0.00
C -2.1559 -0.8348 -3.3110  0.01
H -2.8557 0.0059 -3.3732  0.00
H -1.4143 -0.8959 -4.1137  0.00
S 3.2325 1.6561 2.2505  0.03
C 1.9893 1.5955 3.4395  0.33
C 0.8017 1.0486 2.8516  0.32
N 0.9285 0.7588 1.4877  0.01
C 2.1791 1.0394 1.0529  0.28
H 2.1500 1.9272 4.4454  0.01
H -0.1420 0.8435 3.3218  0.01
H 2.5440 0.8777 0.0333  0.01



Please write out number 4 again, unchanged.
# C22H33N3O3

A single C22H33N3O3 molecule (ωB97M-V/def2-TZVPD, the OMol25 dataset).

SMILES: COC(=O)[C@@H]1C[C@@H]2CC[C@@H](O)C[C@@H]2N1Cc1ccc(N2CCN(C)CC2)cc1
DFT total energy: -33962.662 eV
Kohn-Sham gap: 8.45 eV
HOMO level: -7.61 eV

Last column: Mulliken charge in e.
Cartesian coordinates (Å):
C -4.6841 -3.3735 -0.7965  -0.81
H -5.7461 -3.1562 -0.7150  0.23
H -4.4415 -4.3110 -0.2918  0.33
H -4.3909 -3.4544 -1.8452  0.33
O -4.0052 -2.2898 -0.1779  -0.20
C -2.6886 -2.4317 -0.0176  -0.69
O -2.0834 -3.4193 -0.3474  -0.63
C -2.0493 -1.2074 0.6158  1.03
N -2.2538 -0.0496 -0.2482  0.24
C -1.3815 -0.0159 -1.4145  -1.81
C 0.0926 0.0336 -1.1027  0.77
C 0.8344 -1.1362 -0.9939  -0.74
C 2.1734 -1.1094 -0.6541  -0.47
C 2.8276 0.0990 -0.4003  0.53
C 2.0763 1.2743 -0.5119  -0.45
C 0.7424 1.2385 -0.8590  -0.74
H 0.1976 2.1682 -0.9433  0.29
H 2.5370 2.2289 -0.3068  0.43
N 4.1537 0.1625 0.0103  0.22
C 5.0505 1.1063 -0.6288  -0.39
C 6.1996 1.4518 0.3265  -1.09
N 6.9351 0.2866 0.7783  0.08
C 7.8445 -0.2616 -0.2049  -0.90
H 7.3606 -0.6506 -1.1115  0.33
H 8.5469 0.5177 -0.4993  0.31
H 8.4057 -1.0727 0.2581  0.31
C 6.0082 -0.6775 1.3352  -1.32
C 4.8469 -1.0474 0.3973  -0.65
H 4.1603 -1.6959 0.9428  0.59
H 5.2308 -1.5971 -0.4785  0.34
H 6.5580 -1.5789 1.6130  0.43
H 5.5883 -0.2326 2.2428  0.36
H 6.8916 2.1439 -0.1573  0.43
H 5.7839 1.9370 1.2151  0.33
H 4.5122 2.0133 -0.8970  0.45
H 5.4610 0.6721 -1.5568  0.18
H 2.7107 -2.0437 -0.6062  0.44
H 0.3622 -2.0879 -1.1959  0.43
H -1.6008 -0.9180 -1.9950  0.48
H -1.6727 0.8507 -2.0120  0.63
C -2.2637 1.1103 0.6326  0.08
C -2.7679 2.3924 -0.0178  -1.52
C -4.2296 2.2928 -0.4384  0.25
C -5.0809 1.9468 0.7827  -1.07
C -4.6364 0.6018 1.3419  -0.66
H -4.7600 -0.1589 0.5710  0.10
C -3.1677 0.6136 1.7684  0.09
C -2.6629 -0.8198 1.9769  -1.08
H -3.4728 -1.4895 2.2613  0.40
H -1.8973 -0.8585 2.7512  0.33
H -3.0447 1.2242 2.6657  0.55
H -5.2572 0.3301 2.1986  0.43
H -4.9635 2.7332 1.5323  0.28
H -6.1371 1.9013 0.5020  0.56
O -4.5902 3.5360 -1.0112  -0.56
H -5.5319 3.5204 -1.2129  0.37
H -4.3339 1.4910 -1.1865  0.11
H -2.1656 2.6536 -0.8873  0.28
H -2.6748 3.2089 0.7011  0.51
H -1.2520 1.3052 1.0383  0.49
H -0.9794 -1.4431 0.7391  0.41